The following is a quantum chemistry calculation of a 2-piece molecular cluster, C4H7BrSi overall, from the Open Molecules 2025 dataset.

Each line ends with the natural charge from an NBO analysis.
Positions of all 13 atoms, in Å:
Br (-1.58, 0.69, -4.19)  0.1738
Si (-0.17, -0.72, 1.06)  1.0727
C (-0.75, 1.13, 0.76)  -0.6042
C (-1.29, 0.74, -2.41)  -0.3364
C (1.69, -0.90, 0.59)  -1.0663
C (-0.71, 0.85, -1.35)  -0.1090
H (-0.05, 1.92, 0.66)  0.2176
H (2.05, -1.91, 0.60)  0.2481
H (-0.37, -1.08, 2.64)  -0.1730
H (2.30, -0.25, 1.10)  0.2374
H (-1.73, 1.50, 0.63)  0.2292
H (1.75, -0.37, -0.39)  0.2520
H (-1.14, -1.59, 0.31)  -0.1420

Output
E_HOMO	-9.405	eV
LUMO	-0.0045	Ha

The following is a quantum chemistry calculation of C10H19MnNSi as an isolated structure, from the Open Molecules 2025 dataset.

Each line ends with the natural charge from an NBO analysis.
Positions of all 32 atoms, in Å:
Mn (0.57, 1.05, -0.20)  0.9542
Si (0.04, -1.51, 0.24)  1.7479
N (0.77, -0.72, -1.11)  -1.4302
C (-1.55, 1.55, -0.68)  -0.3744
C (0.26, 1.75, 1.67)  -0.6389
C (-1.19, 0.72, -1.80)  -0.2806
C (0.68, -2.98, -0.77)  -1.0828
C (0.00, 1.24, -2.37)  -0.2644
C (0.36, 2.48, -1.70)  -0.4596
C (1.67, 1.62, 1.28)  -0.7189
C (-1.81, -1.63, 0.31)  -1.1275
C (0.48, -1.58, 2.07)  -1.1292
C (-0.65, 2.69, -0.66)  -0.3564
H (1.14, 3.16, -2.03)  0.2241
H (-0.07, -0.87, 2.71)  0.2307
H (-1.70, -0.22, -2.07)  0.2197
H (-0.07, 2.80, 1.67)  0.1844
H (-0.71, 3.54, 0.02)  0.2145
H (2.34, 2.42, 1.00)  0.1861
H (1.54, -1.48, 2.30)  0.2298
H (0.30, -3.91, -0.36)  0.1617
H (1.79, -2.94, -0.77)  0.2116
H (0.17, -2.58, 2.39)  0.2217
H (-2.41, 1.35, 0.00)  0.2235
H (-2.30, -0.90, 0.97)  0.2286
H (-2.31, -1.62, -0.66)  0.2299
H (-1.99, -2.62, 0.76)  0.2196
H (0.33, -2.84, -1.81)  0.2320
H (0.47, 0.87, -3.30)  0.2203
H (2.24, 0.76, 1.66)  0.1853
H (1.78, -0.69, -1.19)  0.3489
H (-0.17, 1.07, 2.42)  0.1885

Output
2S+1	5
net charge	-1
E_HOMO (alpha / beta)	-1.641 / -2.727	eV
⟨S²⟩	6.1931
LUMO (alpha / beta)	0.1269 / 0.1258	Ha

The following is a quantum chemistry calculation of the molecule C3H6N2OS, from the Open Molecules 2025 dataset.

Each line ends with the natural charge from an NBO analysis.
Positions of all 13 atoms, in Å:
S (0.20, -0.12, -1.45)  0.8947
O (-1.76, 1.49, 1.50)  -0.5794
N (-1.01, 0.96, -0.62)  -0.7882
N (2.09, 0.58, -1.34)  -0.9114
C (-1.11, 0.74, 0.75)  0.6742
C (-0.23, -0.37, 1.16)  -0.5482
C (0.27, -1.19, 0.06)  -0.5113
H (-0.83, -0.96, 1.86)  0.2590
H (-0.26, -2.17, -0.12)  0.2337
H (2.30, 0.83, -2.32)  0.3114
H (1.21, -1.62, 0.22)  0.2594
H (-1.50, 1.71, -1.14)  0.4391
H (0.64, 0.13, 1.45)  0.2670

Output
E_HOMO (alpha / beta)	-8.607 / -8.609	eV
LUMO (alpha / beta)	0.0079 / 0.0079	Ha

The following is a quantum chemistry calculation of the molecule C4H8N2O2, from the Open Molecules 2025 dataset.

Each line ends with the natural charge from an NBO analysis.
Positions of all 16 atoms, in Å:
O (1.42, -1.55, -0.52)  -0.6928
O (3.14, -0.06, -0.19)  -0.5858
N (-0.85, -0.70, 0.50)  -0.2808
N (-0.22, 0.44, 0.35)  -0.2308
C (1.99, -0.46, 0.03)  0.7714
C (1.11, 0.48, 0.93)  -0.3171
C (-0.58, 1.24, -0.74)  -0.4376
C (-1.96, -1.07, 0.03)  -0.2069
H (-1.67, 1.43, -0.64)  0.1995
H (-0.53, 0.56, -1.59)  0.1985
H (-0.09, 2.21, -0.79)  0.2308
H (0.51, -1.78, -0.06)  0.5168
H (1.34, 0.28, 1.93)  0.2342
H (-2.74, -0.44, -0.55)  0.1752
H (-2.24, -2.08, 0.47)  0.1995
H (1.36, 1.50, 0.85)  0.2259

Output
structure (SMILES)	C=NN(C)CC(=O)O
E_HOMO	-8.808	eV
LUMO	0.0283	Ha

The following is a quantum chemistry calculation of C36H50BrN3OOsP2 as an isolated structure, from the Open Molecules 2025 dataset.

Each line ends with the Löwdin charge.
Positions of all 94 atoms, in Å:
Os (-1.27, -0.68, -0.12)  1.0656
Br (-5.72, 0.99, 2.01)  0.6299
P (0.97, -0.44, -0.77)  0.9164
P (-1.67, -1.47, -2.26)  0.8645
O (-0.34, -0.28, 1.75)  -0.1948
N (-0.41, 0.57, 5.02)  -0.0051
N (0.18, -0.05, 3.97)  0.0872
N (3.11, 5.38, -3.54)  0.2931
C (-3.26, -0.99, -4.58)  -0.0977
C (-2.28, 0.98, -0.12)  -0.3552
C (2.44, -0.88, 3.47)  -0.0193
C (0.40, 3.06, -1.56)  0.0432
C (-2.46, -2.64, -1.05)  -0.3802
C (-0.41, 0.42, 2.81)  -0.3377
C (3.25, 5.26, -2.20)  0.0192
C (3.22, -2.97, 4.43)  -0.0246
C (2.99, -2.66, -1.20)  -0.0960
C (1.75, -2.14, -0.48)  -0.3664
C (0.94, -2.23, 4.82)  -0.0111
C (-2.25, 2.17, 5.49)  0.0199
C (1.58, 3.46, -2.22)  -0.1960
C (-1.23, 1.52, 3.22)  0.0976
C (-0.52, -2.45, -3.26)  -0.3836
C (-4.35, 1.70, 0.50)  -0.4359
C (2.25, 0.65, 0.07)  -0.3460
C (2.90, 0.43, -3.12)  -0.1017
C (-1.31, 1.47, 4.58)  -0.2217
C (3.74, 0.32, 0.24)  -0.0958
C (-2.73, -0.41, -3.27)  -0.3594
C (3.43, -1.86, 3.60)  -0.0499
C (2.44, 4.49, -4.29)  0.0145
C (-0.15, 0.25, 6.43)  0.0535
C (-4.25, 3.02, 0.05)  0.0185
C (2.58, 4.21, -1.51)  0.0548
C (-0.58, 2.56, -1.09)  0.0486
C (-2.96, 3.32, -0.56)  0.0749
C (-3.65, 0.60, 0.16)  -0.2264
C (1.98, -3.15, 5.05)  -0.0226
C (-3.97, -2.76, -1.34)  -0.0924
C (1.73, 3.42, -3.67)  0.0427
C (1.56, -0.12, -2.56)  -0.3540
C (-1.90, 2.30, -0.56)  -0.1678
C (1.20, -1.06, 4.09)  -0.1932
C (-1.11, -3.70, -3.87)  -0.0832
H (0.93, -2.85, -0.63)  0.0558
H (2.68, 4.09, -0.41)  0.1490
H (-3.85, -1.91, -4.40)  0.0827
H (3.18, 1.43, -2.76)  0.0527
H (-2.94, 2.75, 4.86)  0.1007
H (3.21, -3.69, -0.84)  0.1107
H (-1.43, -4.39, -3.09)  0.0832
H (-4.11, -3.25, -2.32)  0.1008
H (1.81, -4.02, 5.70)  0.1355
H (-1.76, 2.87, 6.20)  0.1162
H (2.92, -2.69, -2.29)  0.0792
H (-0.93, -0.41, 6.86)  0.1306
H (-3.55, -0.06, -2.61)  0.0833
H (-0.06, -2.43, 5.23)  0.1322
H (-0.34, -4.17, -4.49)  0.1124
H (2.80, 0.49, -4.23)  0.1088
H (3.73, -0.23, -2.86)  0.0743
H (4.23, 0.12, -0.72)  0.0592
H (-0.15, 1.21, 6.99)  0.1214
H (-1.98, -3.44, -4.48)  0.0750
H (1.44, -1.09, -3.06)  0.0360
H (4.02, -3.70, 4.59)  0.1315
H (3.85, -2.02, -1.01)  0.0591
H (-3.73, -0.44, 0.51)  0.0848
H (3.82, 6.02, -1.62)  0.1772
H (2.62, 0.05, 2.94)  0.1039
H (-2.88, 1.48, 6.09)  0.1185
H (-1.76, 2.21, 2.59)  0.1207
H (2.39, 4.62, -5.39)  0.1766
H (-5.15, 3.67, 0.19)  0.1581
H (1.95, -2.11, 0.61)  0.0769
H (-3.92, -0.22, -5.01)  0.1046
H (4.25, 1.19, 0.71)  0.1074
H (-2.22, -2.17, -0.01)  0.0200
H (-0.13, -1.76, -4.02)  0.0946
H (1.83, 0.82, 1.07)  0.0484
H (4.38, -1.75, 3.07)  0.1169
H (-2.10, 0.48, -3.46)  0.0936
H (0.77, 0.54, -2.94)  0.0457
H (2.17, 1.60, -0.49)  0.0366
H (-2.45, -1.21, -5.28)  0.0897
H (3.96, -0.57, 0.86)  0.0663
H (-4.49, -1.78, -1.34)  0.0790
H (-2.94, 4.34, -0.99)  0.1437
H (1.21, 2.66, -4.27)  0.1440
H (-2.01, 0.02, 1.11)  0.0953
H (0.82, -0.22, 6.57)  0.1106
H (0.34, -2.70, -2.63)  0.0605
H (-4.40, -3.39, -0.55)  0.1055
H (-1.91, -3.59, -1.14)  0.1040

Output
2S+1	5
net charge	+4
E_HOMO (alpha / beta)	-18.352 / -18.125	eV
⟨S²⟩	6.0766
LUMO (alpha / beta)	-0.4252 / -0.5183	Ha

The following is a quantum chemistry calculation of a 2-piece molecular cluster, C6H15NO overall, from the Open Molecules 2025 dataset.

Each line ends with the natural charge from an NBO analysis.
Positions of all 23 atoms, in Å:
O (-1.84, -1.77, 0.75)  -0.6983
N (0.38, -0.22, -2.29)  -0.8366
C (-2.30, 0.33, -0.27)  -0.5639
C (-1.88, -0.38, 0.85)  0.0690
C (0.80, 0.25, 0.18)  -0.2222
C (0.36, 0.69, -1.16)  -0.2135
C (1.30, 1.38, 1.07)  -0.6039
C (1.66, -1.00, 0.26)  -0.6112
H (-2.67, -0.24, -1.11)  0.2282
H (-0.92, 0.79, -0.95)  0.2248
H (1.18, -1.85, -0.24)  0.2134
H (-1.41, -2.13, 1.53)  0.4772
H (-2.08, 0.01, 1.84)  0.1914
H (-2.81, 1.27, -0.11)  0.2272
H (2.30, 1.70, 0.77)  0.2050
H (1.34, 1.07, 2.11)  0.2040
H (1.30, -0.59, -2.46)  0.3508
H (2.63, -0.83, -0.20)  0.2006
H (-0.26, -1.00, -2.12)  0.3541
H (0.75, 1.66, -1.46)  0.1931
H (0.64, 2.25, 1.00)  0.2108
H (-0.28, -0.09, 0.70)  0.1950
H (1.82, -1.29, 1.30)  0.2051

Output
structure (SMILES)	CC(C)CN.C=CO
E_HOMO	-8.102	eV
LUMO	0.0253	Ha

Table of energy relative to the best compared isomer or geometry (same formula, charge and spin) (kcal/mol), in record order: 115.1, 0.0, 105.6, 83.0, 108.5, 87.0
Table of largest force on an atom (eV/A), in record order: 5.3, 3.0, 4.1, 3.5, 5.5, 2.4